# C35H55N4O12

A 4-piece molecular cluster, C35H55N4O12 overall (wB97M-V/def2-TZVPD, the Open Molecules 2025 dataset).

Geometry as XYZ:
```
106
Properties=species:S:1:pos:R:3:forces:R:3
C 13.16468 1.78518 0.29852 -1.359 -0.450 0.350
C 13.21455 0.19695 0.54097 3.254 -0.650 1.340
O 14.28283 -0.29291 0.98368 -4.018 1.452 -1.779
O 12.07856 -0.62161 0.29209 1.603 1.228 -0.669
C 12.34027 -1.62470 -0.72514 0.614 -1.981 -0.372
C 11.34379 -2.88304 -0.54873 0.372 0.644 0.852
C 9.81619 -2.45801 -0.25271 0.222 0.341 -1.172
C 8.82074 -3.18026 -1.31392 0.073 0.171 0.152
C 7.66082 -4.05813 -0.61453 0.209 -0.261 -0.536
C 6.19166 -3.43917 -0.75966 -0.234 0.056 0.344
C 5.00850 -4.42296 -0.28704 0.564 0.615 1.186
C 3.79112 -3.56693 0.38042 2.330 -0.338 -0.055
N 2.60825 -4.47182 0.52196 -2.578 3.248 -2.419
C 1.92959 -4.36471 1.85561 -1.921 -1.327 1.417
C 0.37200 -3.94404 1.75227 -0.490 -0.183 0.626
C 0.14397 -2.36717 1.58113 1.000 -0.153 0.578
C -1.37100 -1.88424 1.72934 -0.024 0.153 -1.273
C -2.06834 -1.51289 0.31919 1.889 -1.202 -2.108
O -1.38612 -1.56623 -0.75076 -2.531 0.523 3.887
N -3.49499 -1.17575 0.38373 1.479 0.792 -1.200
C -3.88299 -0.09556 -0.54244 -2.102 4.130 -2.610
C -3.78629 -0.12266 -2.08083 -1.130 2.673 0.981
C -4.26594 1.11768 -2.95072 -0.519 0.636 3.291
C -4.89625 2.40859 -2.29679 1.602 -3.733 2.792
C -4.99396 2.42089 -0.74954 1.359 -3.056 -1.624
C -4.49887 1.20790 0.08736 0.240 -0.597 -2.968
C -0.39052 -4.85027 0.68079 -0.430 -1.152 2.079
N 0.47687 -5.24111 -0.50204 1.844 2.719 -0.209
C 1.68133 -4.38125 -0.57936 -1.327 -1.441 2.221
N 1.78085 -3.57806 -1.64691 0.331 -0.850 -0.603
H 12.13217 2.10745 -0.10311 1.745 -0.553 0.427
H 13.28355 2.30702 1.31632 0.064 -0.925 -1.561
H 14.00968 2.09403 -0.40602 -1.238 -0.588 1.078
H 12.29007 -1.17876 -1.77817 -0.286 -0.392 1.467
H 13.40308 -2.05366 -0.61002 -1.518 0.852 -0.031
H 11.70593 -3.51090 0.34410 -0.352 0.978 -1.355
H 11.47122 -3.53310 -1.47941 -0.368 0.952 1.203
H 9.53866 -2.66748 0.83407 0.349 0.107 -1.541
H 9.72310 -1.31539 -0.39488 0.172 -1.808 0.300
H 9.41679 -3.88101 -2.00803 -0.824 1.108 1.194
H 8.41282 -2.35367 -2.00536 0.274 -1.373 1.066
H 7.95288 -4.22190 0.48923 -0.698 0.319 -1.624
H 7.69850 -5.09334 -1.10799 -0.302 1.389 0.731
H 6.14958 -2.49195 -0.09684 0.027 -1.338 -1.098
H 5.96782 -3.13065 -1.83761 0.545 -0.298 1.411
H 4.64573 -5.14434 -1.09190 0.479 1.093 0.996
H 5.44113 -5.03357 0.59476 -0.831 0.642 -1.506
H 4.19242 -3.27245 1.42162 -0.993 -0.506 -1.630
H 3.59326 -2.58407 -0.16299 0.087 -1.330 0.587
H 1.98314 -5.40688 2.34199 -0.104 1.586 -0.656
H 2.40273 -3.62878 2.58258 -0.154 -0.909 -1.398
H -0.07808 -4.22185 2.78156 0.715 0.369 -1.625
H 0.66581 -2.04608 0.62025 -1.095 -0.067 1.068
H 0.73196 -1.86368 2.44104 -0.846 -0.827 -1.347
H -1.38082 -0.92009 2.34839 -0.339 -1.586 -0.697
H -2.00218 -2.72282 2.18349 0.725 1.393 -0.240
H -4.10808 -1.99886 0.32898 0.451 0.450 0.211
H -3.34380 -1.04806 -2.60210 -0.787 1.738 0.858
H -4.16988 1.13613 -4.09694 -0.080 -0.367 2.078
H -5.26509 3.30515 -2.88933 0.616 -1.539 0.724
H -5.43977 3.30590 -0.18750 0.734 -1.440 -0.900
H -4.61199 1.23068 1.21948 0.099 -0.050 -1.894
H -1.40021 -4.40331 0.35771 1.783 -0.427 0.214
H -0.64842 -5.83963 1.21918 0.353 1.542 -0.887
H -0.11129 -5.06051 -1.32816 0.701 -0.149 0.317
H 2.14527 -2.61872 -1.64991 0.376 -0.994 0.195
H 1.38310 -3.91281 -2.54460 0.059 0.615 1.099
C -1.81420 4.47778 4.78800 0.479 -0.101 0.274
C -2.44268 3.53238 3.77585 0.520 0.519 0.680
C -2.51304 4.07468 2.37761 0.523 0.242 -0.500
O -3.64422 3.39766 1.83879 -0.388 -0.066 0.564
C -4.45697 3.10514 2.89200 -0.836 -0.067 0.186
O -5.58696 2.71902 2.78748 0.824 0.209 -0.020
O -3.82042 3.31099 4.07631 -0.477 -0.288 -0.734
H -2.53636 4.80660 5.53804 -0.024 -0.048 -0.213
H -0.99990 3.97356 5.31483 -0.118 0.089 0.031
H -1.37832 5.35966 4.31226 -0.174 -0.034 -0.016
H -1.93704 2.56053 3.80071 -0.094 0.019 -0.115
H -1.61622 3.84660 1.79826 -0.207 -0.051 -0.079
H -2.70298 5.15128 2.33187 0.027 -0.034 0.193
C -8.80991 6.44811 0.80412 -0.517 0.135 -0.051
C -7.62580 7.39129 0.65602 -0.935 -0.444 0.054
C -6.70097 7.05575 -0.47852 -0.059 0.113 -0.671
O -5.45465 7.57190 -0.02375 0.113 0.004 0.570
C -5.49574 7.54516 1.33722 0.616 0.145 0.635
O -4.54563 7.71578 2.04740 -0.592 -0.206 -0.529
O -6.75583 7.29529 1.78459 0.876 0.216 -0.199
H -8.76088 5.87934 1.73509 0.156 0.078 -0.120
H -9.74227 7.01813 0.81618 0.073 -0.120 0.065
H -8.88472 5.74662 -0.03069 0.122 0.009 0.084
H -7.97315 8.42798 0.59256 0.164 -0.048 -0.049
H -6.99850 7.53530 -1.41285 0.193 -0.002 0.089
H -6.58718 5.98083 -0.64943 -0.166 0.002 0.122
C -7.13383 -1.27582 -3.52877 0.447 -0.641 0.165
C -8.12587 -0.33896 -2.88263 0.571 -0.735 0.019
C -9.56073 -0.58973 -3.24992 -0.484 -0.480 0.195
O -10.14046 0.70176 -3.11489 0.391 0.417 -0.085
C -9.13869 1.59862 -3.33608 -0.164 1.112 -0.120
O -9.30344 2.77292 -3.50063 0.147 -0.902 0.155
O -7.92480 0.98148 -3.34582 -0.695 0.853 -0.107
H -6.47338 -0.75224 -4.22290 -0.186 0.032 0.081
H -6.50672 -1.73376 -2.75949 0.058 0.053 -0.168
H -7.62823 -2.09307 -4.06065 -0.016 0.126 -0.048
H -7.98934 -0.33508 -1.79581 -0.143 0.046 -0.038
H -10.04419 -1.30245 -2.57904 -0.079 0.198 -0.050
H -9.69789 -0.92284 -4.28318 0.193 -0.022 0.020
```
Forces are in eV/Å.

## Properties
Net charge   +1
Strongest force on any atom   5.32 eV/A
E_tot   -2488.07109 Eh
HOMO   -10.364 eV
Frontier orbital gap   6.8 eV
ΔE to the lowest compared entry with this formula, charge and spin   760.7 kJ/mol

Here are the Mulliken charges for atoms 1 to 8, given in e: -0.816 0.583 -0.518 -0.242 -0.504 -0.684 -0.470 -0.565